Entry 1:
{"formula": "C19H30N2O8", "method": "the ωB97M-V functional and the def2-TZVPD basis", "orbital_gap_ev": 8.63, "spin_multiplicity": 1, "smiles": "NCCC[C@H](CCCCn1cccc1)OC=O.O=C1OCCO1.O=C1OCCO1", "symbols": ["O", "O", "O", "O", "O", "O", "O", "O", "N", "N", "C", "C", "C", "C", "C", "C", "C", "C", "C", "C", "C", "C", "C", "C", "C", "C", "C", "C", "C", "H", "H", "H", "H", "H", "H", "H", "H", "H", "H", "H", "H", "H", "H", "H", "H", "H", "H", "H", "H", "H", "H", "H", "H", "H", "H", "H", "H", "H", "H"], "xyz": [[3.000, 3.114, -1.454], [-0.087, -3.895, 0.028], [3.688, 3.731, 0.634], [-0.818, 0.898, -3.990], [-2.317, -3.828, 0.310], [-1.755, -0.284, -5.664], [-1.242, -5.779, 0.470], [0.446, -0.481, -5.221], [2.043, -1.871, 1.427], [-2.253, 0.550, 0.695], [1.387, 3.384, 1.325], [-0.803, 0.016, -5.021], [-3.356, 0.284, -1.145], [-1.117, -4.449, 0.248], [3.193, 1.527, 1.730], [-2.500, -0.816, -0.973], [-1.791, 1.233, 1.905], [-2.577, -6.022, 0.921], [-0.949, 2.464, 1.461], [1.612, -0.511, 1.783], [-3.329, -4.836, 0.364], [0.449, 0.814, -3.333], [2.858, 3.029, 1.598], [-3.195, 1.129, -0.083], [0.347, 2.723, 2.261], [-1.811, -0.618, 0.205], [3.802, 3.076, -0.552], [2.336, 0.537, 0.899], [1.352, 0.276, -4.416], [3.106, 3.485, 2.561], [-1.068, -1.285, 0.609], [1.792, 1.068, -5.026], [-2.651, 1.569, 2.489], [0.763, 1.791, -2.971], [-3.681, 2.072, 0.091], [1.560, -2.518, 2.044], [-1.231, 0.554, 2.549], [1.314, 4.465, 1.481], [-0.651, 2.263, 0.428], [-2.313, -1.674, -1.599], [-3.998, 0.414, -2.003], [-4.155, -4.522, 0.998], [0.535, -0.354, 1.649], [0.117, 3.457, 3.041], [0.728, 1.841, 2.782], [-1.600, 3.339, 1.419], [4.244, 1.393, 1.461], [2.148, -0.355, -4.029], [1.686, -2.090, 0.500], [0.360, 0.131, -2.484], [-2.581, -6.046, 2.013], [3.138, 1.286, 2.793], [1.843, -0.363, 2.841], [4.735, 2.499, -0.698], [-3.704, -5.013, -0.645], [1.665, 1.009, 0.180], [1.193, 3.224, 0.263], [-2.946, -6.973, 0.545], [3.039, -0.062, 0.308]], "mulliken_charge": [-0.443, -0.478, -0.437, -0.324, -0.145, -0.539, -0.350, -0.335, -0.797, 0.289, -0.953, 0.636, -0.955, 0.523, -1.604, -0.622, -1.253, -0.374, -0.308, -0.025, -0.349, 0.206, 0.134, -0.444, -0.766, -0.121, 0.098, -0.167, -0.309, 0.392, 0.426, 0.255, 0.366, 0.173, 0.386, 0.270, 0.521, 0.560, 0.158, 0.597, 0.461, 0.311, -0.256, 0.505, 0.436, 0.478, 0.508, 0.311, 0.288, -0.090, 0.253, 0.579, 0.377, 0.411, 0.277, 0.096, 0.253, 0.308, 0.599]}



Entry 2:
{"formula": "C19H30N4NdO7S2", "method": "the ωB97M-V functional and the def2-TZVPD basis", "orbital_gap_ev": [8.01, 8.02], "s2": 3.753, "total_charge": 1, "spin_multiplicity": 4, "symbols": ["Nd", "S", "S", "O", "O", "O", "O", "O", "O", "O", "N", "N", "N", "N", "C", "C", "C", "C", "C", "C", "C", "C", "C", "C", "C", "C", "C", "C", "C", "C", "C", "C", "C", "H", "H", "H", "H", "H", "H", "H", "H", "H", "H", "H", "H", "H", "H", "H", "H", "H", "H", "H", "H", "H", "H", "H", "H", "H", "H", "H", "H", "H", "H"], "xyz": [[-0.316, -0.161, 0.136], [-2.375, -0.072, 2.171], [-2.611, -1.654, -0.968], [0.801, 1.916, -1.417], [2.177, -0.080, -0.573], [-1.500, 0.874, -2.087], [0.170, -2.059, 0.999], [-0.658, 1.907, 0.921], [2.213, -2.868, 0.701], [0.325, -1.194, -2.184], [0.994, -0.053, 2.512], [-2.302, -3.365, 1.124], [-1.765, 2.408, 1.447], [-3.809, -3.969, -0.327], [1.416, -2.144, 1.270], [-3.768, -4.926, 0.656], [-3.850, 2.182, 2.564], [-1.968, 3.732, 1.357], [1.906, -1.206, 2.406], [2.685, -0.790, -1.708], [2.771, 1.193, -0.373], [1.608, -1.805, -2.111], [-2.681, 1.594, 2.053], [-4.073, 3.530, 2.456], [-1.324, 0.124, -3.287], [2.183, 2.210, -1.365], [-2.897, -3.017, -0.034], [0.081, -0.482, -3.392], [-1.386, 2.277, -2.236], [-3.103, 4.327, 1.843], [-4.647, -3.963, -1.492], [-2.828, -4.553, 1.555], [0.083, 2.709, -2.340], [-1.543, 0.740, -4.166], [2.360, 3.235, -1.011], [-3.233, 5.391, 1.749], [-2.042, -0.701, -3.230], [-4.057, -4.163, -2.389], [0.456, 2.534, -3.361], [-5.111, -2.983, -1.607], [-5.410, -4.729, -1.384], [0.105, -1.173, -4.247], [2.911, -0.099, -2.529], [3.600, -1.326, -1.431], [1.537, -2.555, -1.316], [3.864, 1.143, -0.454], [1.968, -1.794, 3.328], [-4.560, 1.523, 3.038], [-1.517, -2.852, 1.516], [-1.842, 2.706, -1.339], [0.174, -0.338, 3.064], [-1.169, 4.280, 0.878], [-2.498, -5.027, 2.453], [1.865, -2.290, -3.059], [-1.941, 2.619, -3.116], [-4.405, -5.784, 0.626], [0.840, 0.295, -3.549], [1.443, 0.684, 3.059], [-4.981, 3.972, 2.836], [0.193, 3.776, -2.109], [2.918, -0.880, 2.152], [2.633, 2.110, -2.368], [2.471, 1.486, 0.639]], "mulliken_spin": [3.015, -0.010, -0.006, 0.002, 0.001, -0.001, -0.001, -0.002, 0.001, -0.003, 0.001, 0.001, -0.001, 0.000, 0.001, 0.000, 0.000, 0.000, -0.002, 0.000, 0.001, 0.003, 0.001, 0.000, 0.001, 0.001, -0.002, 0.001, 0.001, 0.000, 0.000, 0.000, 0.000, 0.000, 0.000, 0.000, 0.000, 0.000, 0.000, 0.000, 0.000, 0.000, 0.000, 0.000, -0.001, 0.000, 0.000, 0.000, 0.001, 0.000, -0.001, 0.000, 0.000, 0.000, 0.000, 0.000, 0.000, 0.000, 0.000, 0.000, 0.000, 0.000, 0.000]}



Looking at relative energy (zero: lowest compared OMol25 entry of this formula, charge and spin) for the records above, in order, we have 1.726, 0.572 eV.